[1]
A molecular structure, C18H34Cl6O4, computed with ωB97M-V/def2-TZVPD.

Values from the calculation:
**HOMO-LUMO gap (alpha / beta)**: 8.18 / 2.03 eV
**DFT total energy**: -3767.82464 Ha
**E_LUMO (alpha / beta)**: -2.8421 / -8.9947 eV
**E_HOMO (alpha / beta)**: -11.02 / -11.02 eV

Geometry as ORCA input:
```
! wB97M-V def2-TZVPD RIJCOSX def2/J DEFGRID3
* xyz 1 2
C -25.07430 14.35998 5.57055
Cl -26.12150 13.11018 5.10679
Cl -24.37239 14.45015 7.16580
Cl -25.87817 15.87335 5.38047
H -24.21001 14.35242 4.90644
C -29.21793 10.93202 4.40859
Cl -28.75235 9.78875 3.06925
Cl -28.78852 10.24890 5.93479
Cl -31.05737 11.15784 4.36355
H -28.71566 11.88341 4.23342
C -26.37403 7.76816 1.12741
C -27.00089 7.19693 -0.03204
C -26.35744 7.91828 -1.25252
O -25.01992 8.08877 -0.79519
C -25.16133 8.41325 0.62494
H -26.13407 7.06229 1.92257
H -26.88773 8.57957 1.64300
H -28.08267 7.31965 0.02089
H -26.89697 6.11233 -0.00121
H -26.73960 8.91891 -1.45449
H -26.39134 7.33313 -2.17151
H -25.29664 9.49082 0.71786
H -24.24875 8.21161 1.18587
C -23.78666 9.67333 5.89272
C -24.79601 8.60377 5.96623
C -25.60225 8.84795 4.65651
O -24.60668 9.30766 3.72921
C -23.71606 10.09336 4.45841
H -22.87126 9.28491 6.33913
H -24.14284 10.56685 6.40540
H -25.23597 8.85319 6.93180
H -24.38361 7.60108 6.07868
H -26.49733 9.46908 4.69021
H -26.03882 7.89750 4.34968
H -23.79124 11.16509 4.27439
H -22.72592 9.94337 4.02802
C -33.22247 9.82013 8.22765
C -31.90490 10.24245 7.68156
C -31.98362 11.82131 7.52367
O -33.11235 12.15299 8.33667
C -33.49102 11.03939 9.15099
H -33.18561 8.78697 8.57308
H -33.89804 9.87572 7.37405
H -31.67886 9.75170 6.73489
H -31.12898 10.07231 8.42795
H -32.13704 12.09823 6.48065
H -31.16431 12.39947 7.95095
H -34.47247 10.97754 9.62113
H -32.90974 10.87226 10.05778
C -34.20276 13.56773 1.82442
C -33.45587 12.61074 2.67630
C -34.02690 11.23525 2.26984
O -34.63592 11.42893 1.06901
C -35.18560 12.77871 1.03254
H -33.50494 14.20650 1.28301
H -34.73287 14.19366 2.54226
H -33.70626 12.75187 3.72772
H -32.39280 12.83373 2.58547
H -34.81060 10.92800 2.96231
H -33.18204 10.55653 2.38662
H -36.18397 12.73686 1.46797
H -35.05542 13.21578 0.04253
*
```

[2]
C5H10O in the gas phase, computed with ωB97M-V/def2-TZVPD.

Values from the calculation:
**HOMO-LUMO gap**: 11.19 eV
**DFT total energy**: -271.69882 Ha
**E_LUMO**: 1.0481 eV
**Energy above the lowest of the compared OMol25 structures with the same formula, charge and spin**: 33.76 kcal/mol
**E_HOMO**: -10.14 eV

Geometry as ORCA input:
```
! wB97M-V def2-TZVPD RIJCOSX def2/J DEFGRID3
* xyz 0 1
O -0.38543 -2.16831 0.86429
C -1.22179 -1.26261 0.17919
C -0.64576 0.13366 0.04460
C 0.34694 0.91495 0.94648
C 1.07639 1.34811 -0.35977
C 0.42538 0.11404 -1.03201
H 0.53537 -1.95115 0.65281
H -1.35116 -1.54896 -0.89013
H -2.20362 -1.31699 0.65499
H -1.44978 0.81994 -0.24808
H 0.97549 0.26571 1.56735
H -0.06633 1.70936 1.57376
H 0.70657 2.31344 -0.72091
H 2.16959 1.38085 -0.33157
H 1.09489 -0.74409 -0.86874
H -0.00675 -0.00794 -2.03227
*
```

[3]
A molecular structure, C20H41N2P3SeSn, computed with ωB97M-V/def2-TZVPD.

Values from the calculation:
**HOMO-LUMO gap (alpha / beta)**: 3.91 / 5.32 eV
**DFT total energy**: -4534.29647 Ha
**E_LUMO (alpha / beta)**: -16.1341 / -14.7227 eV
**Energy above the lowest of the compared OMol25 structures with the same formula, charge and spin**: 23.54 kcal/mol
**E_HOMO (alpha / beta)**: -20.04 / -20.04 eV

Geometry as ORCA input:
```
! wB97M-V def2-TZVPD RIJCOSX def2/J DEFGRID3
* xyz 4 1
Sn -0.14603 0.40665 0.20826
P -1.64922 -2.16244 -0.93569
P -0.26545 -1.26485 2.39816
P -0.30184 1.04442 -2.33500
H 3.65359 3.29289 2.71374
C 3.11459 4.01077 2.07659
C 1.92812 3.62365 1.60433
H 1.67741 2.60659 1.89738
C -0.59900 -3.55054 -1.52780
C -2.76736 -3.06947 0.21718
C -2.71952 -1.91069 -2.42400
C 0.85781 -0.56545 3.65573
C -1.80759 -1.39951 3.35292
C 0.36653 -2.97266 2.31519
C 0.77455 2.49889 -2.53249
C -1.91200 1.60391 -2.97885
C 0.35835 -0.12756 -3.56621
H 3.63500 4.97776 1.91854
H 1.18811 4.24033 1.09922
H -1.21691 -4.37373 -1.92384
H 0.01909 -3.92125 -0.69868
H 0.07020 -3.18203 -2.31687
H -3.29711 -3.88437 -0.30523
H -3.51071 -2.37962 0.63917
H -2.18460 -3.48974 1.04872
H -3.39883 -2.76670 -2.57463
H -2.08686 -1.79617 -3.31607
H -3.31347 -0.99467 -2.30896
H 0.79332 -1.22087 4.53750
H 0.54166 0.45174 3.92629
H 1.89109 -0.54745 3.28696
H -1.62454 -2.05812 4.21482
H -2.62054 -1.81108 2.74124
H -2.09944 -0.40237 3.71107
H 0.46556 -3.32278 3.34907
H 1.35177 -2.97838 1.83341
H -0.30534 -3.63631 1.76458
H 0.74048 2.77695 -3.59763
H 1.80764 2.26368 -2.23979
H 0.41112 3.33500 -1.91829
H -1.73292 2.40820 -3.70428
H -2.53211 1.98200 -2.15798
H -2.44018 0.77705 -3.46636
H 0.67829 0.46516 -4.43114
H -0.40531 -0.84550 -3.87895
H 1.21775 -0.65952 -3.14287
C 3.50264 -0.22724 -0.32989
C 3.65268 0.89499 0.48541
C 4.82481 1.62204 0.43467
C 5.86902 1.21598 -0.40673
C 5.71387 0.10161 -1.23765
C 4.52220 -0.60621 -1.23579
Se 1.94112 -1.25516 -0.26329
H 0.76169 1.60324 1.15290
H 2.82577 1.20836 1.10909
H 4.92035 2.50878 1.05768
H 6.80242 1.77302 -0.37961
H 6.53463 -0.19736 -1.88156
H 4.37895 -1.44974 -1.92127
N -3.33321 1.86014 1.18660
C -4.68096 2.05492 1.32014
C -5.27706 0.99199 0.63450
C -4.23167 0.21916 0.12230
N -3.03023 0.74501 0.44621
H -2.59053 2.44915 1.55521
H -5.08108 2.88601 1.86299
H -6.33147 0.80442 0.52435
H -4.29908 -0.67492 -0.46472
*
```

[4]
2 unconnected molecules or ions with the total composition C29H45N3O3S2, computed with ωB97M-V/def2-TZVPD.

Values from the calculation:
**HOMO-LUMO gap (alpha / beta)**: 6.60 / 6.60 eV
**DFT total energy**: -2318.07674 Ha
**E_LUMO (alpha / beta)**: -3.1972 / -3.1952 eV
**E_HOMO (alpha / beta)**: -9.79 / -9.79 eV

Geometry as ORCA input:
```
! wB97M-V def2-TZVPD RIJCOSX def2/J DEFGRID3
* xyz 1 2
C -0.97967 0.10007 -1.75590
C -2.08698 0.22891 -0.71319
C -2.24574 1.72779 -0.44475
C -1.68109 -0.55387 0.54920
C -2.79739 -0.78285 1.56894
O -3.20042 0.45951 2.17879
C -2.42297 -1.79576 2.68678
C -0.97170 -2.22178 2.90598
C -0.11679 -1.13577 3.56022
S 1.61046 -1.59471 3.77447
C 2.28045 -1.08791 2.18702
S 2.48152 0.50389 1.85635
N 2.61564 -2.12080 1.36229
C 3.10837 -3.35333 1.93752
C 2.68496 -4.55038 1.39066
C 3.15468 -5.74796 1.90877
C 4.04559 -5.74377 2.97354
C 4.47593 -4.53879 3.50587
C 4.01563 -3.33921 2.98812
C 3.25658 -1.80647 0.10478
C 4.60579 -1.48228 0.05375
C 5.18495 -1.19058 -1.16965
C 4.42428 -1.22612 -2.33295
C 3.08115 -1.57293 -2.27188
C 2.50049 -1.86754 -1.04412
C -4.01720 -1.33939 0.83001
C -4.50183 -0.57952 -0.40576
C -5.51734 -1.43886 -1.15598
C -5.21156 0.73716 -0.06559
N -3.31988 -0.37772 -1.30312
O -3.06211 -1.38484 -2.04964
H -0.63899 -0.92478 -1.82036
H -1.34322 0.38768 -2.73982
H -0.13024 0.71617 -1.46228
H -2.82501 1.96606 0.42967
H -1.23922 2.11666 -0.26973
H -2.63963 2.22478 -1.33223
H -1.33967 -1.53779 0.22036
H -0.81753 -0.04792 0.98541
H -2.55793 0.67809 2.86191
H -3.00864 -2.69852 2.51631
H -2.78408 -1.38120 3.63098
H -0.99752 -3.04691 3.61968
H -0.49838 -2.62747 2.01212
H -0.20301 -0.15642 3.09111
H -0.45226 -1.01193 4.59211
H 1.98977 -4.54115 0.56231
H 2.81057 -6.67893 1.48252
H 4.40371 -6.67587 3.38486
H 5.17339 -4.52704 4.33108
H 4.36014 -2.40441 3.41061
H 5.19464 -1.45114 0.95953
H 6.23330 -0.93355 -1.22558
H 4.87614 -1.00113 -3.28863
H 2.47490 -1.62847 -3.16563
H 1.46529 -2.15494 -0.97520
H -3.73394 -2.34256 0.50440
H -4.84848 -1.44583 1.52878
H -5.62765 -1.09721 -2.18196
H -5.24051 -2.48941 -1.15416
H -6.48295 -1.35012 -0.66176
H -4.64544 1.38634 0.57553
H -5.47353 1.25253 -0.99020
H -6.13662 0.49416 0.45223
C 1.41313 6.65162 -2.31816
C 0.05494 5.97496 -2.29233
C 0.03086 4.60022 -1.62631
O 0.64383 3.65131 -2.47452
C 1.96057 3.23632 -2.08006
N -0.37905 5.70073 -3.71459
H 2.13148 6.08914 -2.91681
H 1.34717 7.66186 -2.72447
H 1.80226 6.72734 -1.30524
H -0.68989 6.63382 -1.84754
H -1.00554 4.28091 -1.47731
H 0.50838 4.64202 -0.64697
H 2.03207 3.20521 -0.99259
H 2.71953 3.91087 -2.48137
H 2.12868 2.23447 -2.46710
H -0.18601 6.47886 -4.34420
H -1.37106 5.46517 -3.77478
H 0.14746 4.86325 -4.01015
*
```

[5]
A molecular structure, C2H8FN2O9V, computed with ωB97M-V/def2-TZVPD.

Values from the calculation:
**HOMO-LUMO gap (alpha / beta)**: 8.36 / 8.38 eV
**DFT total energy**: -1911.43151 Ha
**E_LUMO (alpha / beta)**: 2.5031 / 2.5018 eV
**E_HOMO (alpha / beta)**: -5.85 / -5.88 eV

Geometry as ORCA input:
```
! wB97M-V def2-TZVPD RIJCOSX def2/J DEFGRID3
* xyz -1 2
O -1.08037 -1.18479 1.32208
V -0.08604 -0.93033 0.17080
N 2.35212 -3.04828 -0.48423
O 1.57674 -2.33146 0.25493
O 3.44871 -3.37427 -0.01235
O 1.96587 -3.40714 -1.59186
N 1.05850 0.40749 -2.68125
O 0.79970 0.27151 -1.43555
O 1.13924 1.55559 -3.17153
O 1.26007 -0.59439 -3.38284
F -1.05062 -2.04092 -1.27924
C 0.58716 1.10434 2.58198
O 0.96539 0.58338 1.30468
H 1.09393 0.56917 3.38283
H 0.75983 2.17901 2.56705
H -0.47948 0.93510 2.70708
H 1.85038 0.85931 1.04495
C -2.81330 1.68923 0.02465
O -2.14735 0.49866 -0.38259
H -2.86067 2.32757 -0.86053
H -3.81201 1.45146 0.40550
H -2.25323 2.15631 0.83488
H -2.27457 0.32345 -1.31943
*
```

[6]
A molecular structure, C4H7O2Pm, computed with ωB97M-V/def2-TZVPD.

Values from the calculation:
**HOMO-LUMO gap (alpha / beta)**: 5.23 / 5.32 eV
**DFT total energy**: -915.07623 Ha
**E_LUMO (alpha / beta)**: -5.3137 / -5.2492 eV
**Energy above the lowest of the compared OMol25 structures with the same formula, charge and spin**: 14.84 kcal/mol
**E_HOMO (alpha / beta)**: -10.54 / -10.57 eV

Geometry as ORCA input:
```
! wB97M-V def2-TZVPD RIJCOSX def2/J DEFGRID3
* xyz 1 6
O 0.26794 -1.51014 1.61176
C 1.47182 -1.05873 1.40562
C 1.80407 0.20737 1.01906
H 2.82682 0.41937 0.70526
H 2.25079 -1.83669 1.30756
H 1.15899 1.04459 1.29972
Pm -1.66644 -2.46376 0.47358
C -1.54912 0.88710 -1.03771
C -0.66584 -0.05252 -1.47001
O -1.46404 1.66464 0.05212
H -2.50040 1.03714 -1.55876
H -0.88554 -0.47474 -2.45344
H 0.29879 -0.47392 -1.18724
H -1.34784 2.61028 -0.16752
*
```

[7]
2 unconnected molecules or ions with the total composition C7H20N, computed with ωB97M-V/def2-TZVPD.

Values from the calculation:
**HOMO-LUMO gap**: 10.80 eV
**DFT total energy**: -333.20971 Ha
**E_LUMO**: -3.3891 eV
**Energy above the lowest of the compared OMol25 structures with the same formula, charge and spin**: 2.97 kcal/mol
**E_HOMO**: -14.19 eV

Geometry as ORCA input:
```
! wB97M-V def2-TZVPD RIJCOSX def2/J DEFGRID3
* xyz 1 1
C -2.50085 0.33749 1.20432
C -1.41883 0.66710 0.19202
N -1.39581 2.18552 0.01182
C -0.21290 2.71481 -0.73806
H -3.46515 0.70183 0.85670
H -2.54644 -0.74323 1.32438
H -2.26803 0.75183 2.18575
H -0.39256 0.41912 0.44137
H -1.66156 0.27422 -0.79310
H -1.36886 2.60783 0.93858
H -2.25665 2.52813 -0.40982
H 0.68672 2.53846 -0.15768
H -0.35770 3.78380 -0.87640
H -0.14690 2.23014 -1.70757
C 0.28631 -2.55123 -1.41699
C 2.45458 -0.42012 1.07374
C 1.50744 -1.50899 0.59337
C 1.28948 -1.51935 -0.93235
H 0.58956 -3.56239 -1.14577
H 0.18896 -2.50789 -2.50104
H -0.70410 -2.38676 -0.98307
H 2.75443 -0.56932 2.10709
H 1.96083 0.55285 0.97699
H 3.33967 -0.38359 0.43705
H 0.54249 -1.40314 1.10320
H 1.82770 -2.52643 0.82852
H 1.00215 -0.50351 -1.23233
H 2.26603 -1.70719 -1.38071
*
```

[8]
9 unconnected molecules or ions with the total composition C27H54O27, computed with ωB97M-V/def2-TZVPD.

Values from the calculation:
**HOMO-LUMO gap**: 10.64 eV
**DFT total energy**: -3092.27611 Ha
**E_LUMO**: 0.5129 eV
**Energy above the lowest of the compared OMol25 structures with the same formula, charge and spin**: 284.31 kcal/mol
**E_HOMO**: -10.12 eV

Geometry as ORCA input:
```
! wB97M-V def2-TZVPD RIJCOSX def2/J DEFGRID3
* xyz 0 1
C 2.00712 4.49161 -0.18391
O 0.65412 4.76361 -0.58191
C 0.35212 4.79361 -1.81491
O 1.05412 4.44561 -2.79291
O -0.91788 5.06861 -2.00591
C -1.50888 5.10161 -3.36691
H 2.14512 5.18461 0.62109
H 2.96512 4.88461 -0.89891
H 2.22912 3.46661 0.11509
H -1.10988 5.86261 -3.82391
H -2.59988 5.33061 -3.37891
H -1.33688 4.17961 -3.78591
C 4.93612 -6.79839 -5.24591
O 3.95712 -6.31439 -4.37791
C 4.01512 -5.07539 -3.88091
O 5.02712 -4.40239 -4.07691
O 2.92312 -4.68839 -3.10791
C 3.09312 -3.34039 -2.60391
H 4.83312 -6.28839 -6.32991
H 4.76512 -7.97139 -5.41791
H 5.97912 -6.92539 -4.88391
H 3.44312 -2.74339 -3.40391
H 3.83112 -3.44439 -1.97291
H 2.11412 -2.93439 -2.27791
C 3.28612 1.93661 -4.57291
O 4.51812 1.41561 -5.03291
C 5.00712 0.36361 -4.27791
O 4.57112 0.09461 -3.14791
O 5.85012 -0.43839 -4.91291
C 6.25012 -1.59639 -4.36291
H 3.14612 2.93661 -5.14991
H 3.34012 2.19061 -3.51791
H 2.44312 1.47961 -4.93691
H 5.84112 -2.02439 -3.42691
H 7.21612 -1.37439 -4.30791
H 6.09812 -2.41539 -5.15291
C -4.79288 4.20161 1.74109
O -6.25488 4.30361 1.87309
C -7.02888 3.30361 1.92609
O -6.51688 2.13561 1.72609
O -8.34188 3.50361 2.10009
C -9.23688 2.50861 2.18609
H -4.47788 3.49961 1.07209
H -4.22988 4.27461 2.77509
H -4.56688 5.00361 0.93709
H -10.26688 2.88761 2.17709
H -9.11688 1.80161 3.09409
H -9.11088 1.71961 1.20709
C 6.25712 0.48561 2.45309
O 4.94712 0.88561 2.90909
C 3.92612 0.34361 2.37709
O 3.99612 -0.56239 1.57109
O 2.78512 0.81661 2.96109
C 1.51312 0.33661 2.55409
H 6.84512 1.44161 2.79309
H 6.13012 0.44061 1.33309
H 6.54412 -0.57739 2.85409
H 1.58912 -0.53039 1.89609
H 0.82012 1.11161 2.13509
H 1.07312 0.16061 3.53209
C 1.55512 -0.02739 -1.65191
O 0.39512 0.61861 -2.18891
C -0.57388 0.95761 -1.36491
O -0.45788 0.99161 -0.25791
O -1.67788 1.48061 -2.08591
C -2.93888 1.73961 -1.34291
H 1.92112 0.86561 -1.17191
H 2.22512 -0.51439 -2.28591
H 1.40212 -0.79139 -0.88291
H -3.57588 2.34661 -2.02091
H -2.85188 2.35361 -0.43591
H -3.52688 0.82861 -1.16891
C -1.93788 -0.04839 3.08409
O -2.46188 1.09361 3.83509
C -1.76488 1.69061 4.85309
O -0.74088 1.19761 5.25009
O -2.30788 2.82261 5.13509
C -1.69288 3.75461 6.04709
H -1.35988 -0.76039 3.47809
H -1.46988 0.45861 2.16709
H -2.74988 -0.60039 2.57309
H -2.19588 4.54461 6.04909
H -0.63288 3.87061 5.62109
H -1.74788 3.29761 6.98409
C 2.52012 -3.62439 1.37009
O 1.60212 -4.28339 2.13209
C 0.61912 -3.69839 2.70609
O 0.37812 -2.54839 2.75009
O -0.24188 -4.55939 3.25709
C -1.49088 -4.25539 3.82909
H 3.49812 -4.27139 1.39109
H 2.91412 -2.63939 1.71909
H 1.91512 -3.44139 0.36209
H -1.97988 -5.17639 3.99609
H -2.33688 -3.68439 3.26509
H -1.40088 -4.03939 4.83909
C -1.75988 -2.33539 -0.10491
O -2.89788 -1.77439 0.48709
C -4.04788 -2.44939 0.22609
O -4.14688 -3.69039 -0.01691
O -5.15488 -1.66939 0.29209
C -6.45288 -2.22939 0.11209
H -0.99188 -1.59439 0.34209
H -1.81588 -2.17739 -1.34291
H -1.84088 -3.38839 0.13809
H -6.70488 -2.48039 -0.97591
H -7.23688 -1.65539 0.37109
H -6.68188 -3.21539 0.73009
*
```

The lowest DFT total energy belongs to which entry? C20H41N2P3SeSn

What is the DFT total energy in the seventh record? -333.20971 Ha

Among the records above, which one has the highest DFT total energy? C5H10O

The lowest DFT total energy belongs to which entry? C20H41N2P3SeSn